Entry 1:
This record from the Open Molecules 2025 dataset describes CH6OP2S as an isolated structure. The level of theory is ωB97M-V/def2-TZVPD.

CARTESIAN COORDINATES (ANGSTROEM)
C 0.634 1.079 -0.322
O 1.409 -1.353 -0.904
P -2.273 -0.844 0.334
P 0.407 -0.687 0.160
S -2.849 0.946 -0.128
H 1.578 1.451 0.028
H 0.513 1.222 -1.361
H -0.118 1.737 0.310
H 1.279 -2.222 -1.122
H -1.813 -0.659 1.610
H 1.233 -0.670 1.393

Gap between HOMO and LUMO: 7.77 eV
HOMO energy: -8.027 eV
LUMO: -0.3 eV
ΔE to the lowest compared entry with this formula, charge and spin: 84.75 kJ/mol
DFT total energy: -32593.7281 eV

=====

Entry 2:
This record from the Open Molecules 2025 dataset describes C13H11AsN3OPdS6Te as an isolated structure. The level of theory is ωB97M-V/def2-TZVPD.

CARTESIAN COORDINATES (ANGSTROEM)
Pd 0.446 -0.631 -0.367
S -3.445 1.706 -0.945
As -2.386 -0.048 -1.474
S -0.548 0.329 -2.570
S -1.819 -1.339 0.159
S -3.947 -0.829 -2.717
Te 1.071 -2.400 -2.176
C 0.383 -4.102 -1.212
C -0.726 -4.828 -1.526
C -0.952 -5.893 -0.601
C -0.002 -5.942 0.375
S 1.144 -4.694 0.192
H -1.378 -4.595 -2.360
H -1.789 -6.578 -0.659
H 0.073 -6.635 1.201
N 1.290 -1.306 1.497
C 1.614 -1.422 2.607
N 2.049 -1.688 3.789
C 1.961 -1.018 4.911
N 1.955 -0.506 5.957
C 0.240 3.781 -0.079
S 0.237 2.035 0.261
O 1.630 1.568 -0.149
C 0.190 2.099 2.034
C -1.043 2.006 2.662
C -1.079 1.996 4.053
C 0.101 2.049 4.782
C 1.329 2.124 4.130
C 1.380 2.150 2.745
H 1.272 4.100 0.083
H -0.451 4.277 0.600
H -0.068 3.921 -1.116
H -1.952 1.911 2.073
H -2.028 1.901 4.564
H 0.078 1.983 5.861
H 2.244 2.117 4.709
H 2.321 2.153 2.209

Gap between HOMO and LUMO (spin up / spin down): 7.21 / 5.49 eV
HOMO energy (spin up / spin down): -5.035 / -5.638 eV
LUMO (spin up / spin down): 2.2 / -0.1 eV
ΔE to the lowest compared entry with this formula, charge and spin: 26.41 kJ/mol
Spin multiplicity: 5
Charge: -1
DFT total energy: -156800.6285 eV

=====

Entry 3:
This record from the Open Molecules 2025 dataset describes the molecule C3H3BrO. The level of theory is ωB97M-V/def2-TZVPD.

CARTESIAN COORDINATES (ANGSTROEM)
C 2.303 -0.742 0.032
C 3.391 -0.064 0.335
C 0.164 -0.073 -0.565
O 1.031 -1.030 0.013
Br 5.173 0.289 0.320
H 0.471 0.222 -1.574
H 0.314 0.858 -0.126
H -0.743 -0.450 -0.456

Gap between HOMO and LUMO: 9.49 eV
HOMO energy: -8.821 eV
LUMO: 0.7 eV
ΔE to the lowest compared entry with this formula, charge and spin: 307.09 kJ/mol
SMILES: COC#CBr
DFT total energy: -75245.3473 eV

=====

Entry 4:
This record from the Open Molecules 2025 dataset describes the molecule C7H12O3. The level of theory is ωB97M-V/def2-TZVPD.

CARTESIAN COORDINATES (ANGSTROEM)
C 1.451 -1.285 -0.499
C -0.633 1.143 0.822
C -0.605 2.517 0.446
O 0.800 -2.204 -1.348
O 2.562 -1.937 0.076
H 2.248 -2.775 0.445
H 0.109 -1.725 -1.826
H 1.867 -0.446 -1.065
H -1.326 0.807 1.594
H 0.189 3.170 0.779
H -1.318 2.906 -0.269
C -1.066 0.223 -0.448
C 0.540 -0.771 0.580
C -2.188 -0.524 -0.492
C 0.766 0.521 1.232
O -0.505 0.579 -1.658
H -0.051 1.430 -1.527
H -0.056 -1.521 1.086
H -2.618 -0.822 -1.439
H -2.653 -0.871 0.419
H 0.902 0.508 2.312
H 1.586 1.077 0.781

Gap between HOMO and LUMO (spin up / spin down): 6.75 / 8.63 eV
HOMO energy (spin up / spin down): -7.290 / -8.652 eV
LUMO (spin up / spin down): -0.5 / 0.0 eV
ΔE to the lowest compared entry with this formula, charge and spin: 488.45 kJ/mol
DFT total energy: -13591.0117 eV

=====

Entry 5:
This record from the Open Molecules 2025 dataset describes the molecule C5H13NO. The level of theory is ωB97M-V/def2-TZVPD.

CARTESIAN COORDINATES (ANGSTROEM)
C -2.487 0.389 -1.140
C -1.417 0.211 -0.087
N -0.080 0.115 -0.670
C 0.189 0.583 -1.994
C 1.140 0.066 0.151
C 0.932 -0.164 1.653
O 1.822 -1.238 2.038
H -2.453 -0.443 -1.838
H -2.511 1.357 -1.637
H -3.468 0.331 -0.656
H -1.625 -0.749 0.405
H -1.396 0.954 0.721
H -0.436 0.217 -2.812
H 0.347 1.663 -2.136
H 1.167 0.176 -2.287
H 1.683 -0.762 -0.306
H 1.665 1.022 0.069
H -0.122 -0.323 1.862
H 1.339 0.659 2.237
H 1.418 -1.720 2.740

Gap between HOMO and LUMO: 8.64 eV
HOMO energy: -7.714 eV
LUMO: 0.9 eV
ΔE to the lowest compared entry with this formula, charge and spin: 208.11 kJ/mol
SMILES: CCN(C)CCO
DFT total energy: -8931.8540 eV

=====

Entry 6:
This record from the Open Molecules 2025 dataset describes the molecule C19H17NO3. The level of theory is ωB97M-V/def2-TZVPD.

CARTESIAN COORDINATES (ANGSTROEM)
O -3.833 -2.634 -0.469
C -4.172 -1.515 -0.165
C -3.319 -0.331 -0.200
C -2.003 -0.429 -0.654
C -1.173 0.670 -0.671
C -1.640 1.906 -0.219
C -2.970 2.014 0.210
C -3.795 0.915 0.218
H -4.816 1.009 0.560
H -3.320 2.980 0.539
O -0.914 3.045 -0.168
C 0.492 2.985 -0.332
C 1.171 2.326 0.873
H 1.153 3.006 1.726
H 0.611 1.432 1.150
C 2.623 1.933 0.595
H 3.230 2.826 0.421
H 3.014 1.380 1.453
O 2.787 1.190 -0.598
C 2.281 -0.060 -0.766
C 2.314 -0.512 -2.073
C 1.824 -1.767 -2.436
C 1.282 -2.597 -1.493
C 1.238 -2.190 -0.149
C 0.691 -3.010 0.863
C 0.688 -2.581 2.160
C 1.232 -1.317 2.439
N 1.730 -0.524 1.533
C 1.751 -0.918 0.243
H 1.252 -0.936 3.453
H 0.278 -3.183 2.956
H 0.279 -3.971 0.588
H 0.887 -3.565 -1.760
H 1.870 -2.068 -3.471
H 2.731 0.147 -2.820
H 0.803 4.028 -0.429
H 0.756 2.461 -1.257
H -0.167 0.554 -1.039
H -1.642 -1.389 -0.993
H -5.205 -1.311 0.183

Gap between HOMO and LUMO: 8.42 eV
HOMO energy: -8.255 eV
LUMO: 0.2 eV
ΔE to the lowest compared entry with this formula, charge and spin: 134.73 kJ/mol
SMILES: O=Cc1ccc(OCCCOc2cccc3cccnc23)cc1
DFT total energy: -27610.9329 eV

=====

Entry 7:
This record from the Open Molecules 2025 dataset describes C25H38N2O10P2RbSe as an isolated structure. The level of theory is ωB97M-V/def2-TZVPD.

CARTESIAN COORDINATES (ANGSTROEM)
Rb 0.058 0.536 -0.055
O -0.815 -4.528 0.425
C -0.243 -3.351 0.097
O 0.293 -2.663 0.931
C -0.336 -3.046 -1.355
C -0.928 -3.932 -2.248
C -1.001 -3.546 -3.579
C -0.492 -2.316 -3.951
C 0.080 -1.489 -2.979
N 0.154 -1.862 -1.710
C 0.638 -0.090 -3.380
O 0.608 0.167 -4.592
O 1.059 0.609 -2.433
H -0.797 -4.581 1.396
H -1.336 -4.870 -1.903
H -1.466 -4.197 -4.309
H -0.527 -1.946 -4.966
C -3.691 1.882 1.706
C -2.940 1.555 2.976
C -3.726 1.917 4.225
O -1.704 2.345 2.957
P -0.317 1.763 3.402
O 0.214 0.585 2.707
C 0.733 3.217 3.159
P 1.081 3.457 1.377
O -0.112 3.182 0.573
O 1.663 4.942 1.230
C 0.791 6.002 0.740
C 0.963 6.113 -0.762
C 1.177 7.265 1.484
O 2.277 2.487 1.030
C 3.707 2.656 0.938
C 4.053 3.338 -0.373
C 4.268 3.354 2.164
O -0.484 1.524 4.977
C -0.112 0.247 5.560
C 1.369 0.257 5.884
C -0.984 0.063 6.787
H -4.665 1.391 1.722
H -3.150 1.522 0.832
H -3.839 2.959 1.628
H -2.657 0.497 2.979
H -3.996 2.974 4.207
H -3.153 1.720 5.129
H -4.646 1.331 4.249
H 1.664 3.090 3.713
H 0.210 4.099 3.533
H -0.236 5.712 0.974
H 1.990 6.386 -1.010
H 0.298 6.881 -1.160
H 0.719 5.165 -1.239
H 2.202 7.549 1.248
H 1.093 7.119 2.561
H 0.519 8.084 1.195
H 4.062 1.623 0.915
H 3.759 4.387 -0.355
H 3.545 2.837 -1.195
H 5.129 3.284 -0.543
H 3.870 4.364 2.260
H 5.352 3.426 2.072
H 4.045 2.788 3.069
H -0.323 -0.524 4.816
H 1.598 1.059 6.587
H 1.951 0.393 4.973
H 1.665 -0.690 6.334
H -0.759 0.817 7.541
H -0.809 -0.922 7.220
H -2.038 0.137 6.522
Se -3.646 -1.899 -0.140
C -5.163 -0.901 0.317
C -5.785 -0.992 1.572
C -6.871 -0.195 1.871
N -7.423 0.683 1.033
C -6.858 0.749 -0.174
C -5.767 0.007 -0.570
H -5.400 -1.679 2.316
H -7.330 -0.271 2.855
H -7.302 1.455 -0.873
H -5.362 0.134 -1.566

Gap between HOMO and LUMO: 5.36 eV
HOMO energy: -3.614 eV
LUMO: 1.7 eV
ΔE to the lowest compared entry with this formula, charge and spin: 34.19 kJ/mol
Charge: -1
DFT total energy: -134586.1386 eV